# 1
The following is a quantum chemistry calculation of a cluster of 3 separate species, C6H16FO2 in total, from the OMol25 dataset.

Properties
Total charge = -1
E_HOMO = -4.642 eV
HOMO-LUMO gap = 8.235 eV
Relative energy (zero: lowest compared OMol25 entry of this formula, charge and spin) = 0.6626 eV
Calculated total energy = -13295.1687 eV

The geometry in XYZ format:
```
25
Properties=species:S:1:pos:R:3:forces:R:3:mulliken_charge:R:1
F -2.220409 -0.262304 -2.000254 0.7 0.0 0.3 -0.932
C 0.138101 -1.669908 2.049913 -0.8 0.4 0.8 -1.432
C 0.213290 -2.156967 0.627162 -0.2 0.4 -0.9 0.970
C 0.847360 -3.538510 0.564891 0.7 0.2 0.1 -1.370
O -1.081852 -2.129478 0.063534 -0.2 -0.6 0.5 -0.575
H 1.074503 -1.752244 2.602884 0.1 -0.1 -0.1 0.360
H -0.641670 -2.221527 2.591020 0.2 -0.3 -0.1 0.353
H -0.215686 -0.640334 2.148485 0.2 0.1 -0.5 0.315
H 0.784310 -1.433437 0.028794 0.5 -0.2 0.2 0.018
H 1.869537 -3.442466 0.953557 0.0 -0.2 0.0 0.356
H 0.946332 -3.930804 -0.448048 -0.3 0.1 -0.1 0.350
H 0.318713 -4.259198 1.190349 -0.1 0.0 -0.1 0.303
H -1.032039 -2.006626 -0.894213 -0.4 0.5 0.0 0.315
C -0.303918 3.685362 -0.227052 -0.5 0.0 -0.9 -1.392
C -0.496792 2.351643 -0.950341 -0.2 0.0 0.4 0.562
C 0.867513 1.722708 -1.238714 -0.1 0.3 0.0 -1.217
O -1.337627 1.526904 -0.176880 0.7 0.2 0.0 -0.571
H 0.187852 4.381872 -0.914953 0.5 -0.1 0.3 0.369
H 0.248089 3.526731 0.697533 0.0 0.3 0.1 0.334
H -1.271419 4.167709 -0.069122 -0.1 -0.3 0.5 0.336
H -0.992038 2.562926 -1.909474 0.1 -0.1 -0.1 0.224
H 1.480398 1.617607 -0.337828 -0.2 0.1 0.1 0.274
H 1.370864 2.423389 -1.913486 0.3 -0.4 -0.1 0.389
H 0.769870 0.730269 -1.678113 -0.1 0.1 -0.2 0.298
H -1.523275 0.746689 -0.759651 -0.9 -0.4 -0.3 0.363
```
Positions in Å, forces in eV/Å.

# 2
The following is a quantum chemistry calculation of a structure of composition C6H16IrO9P2S2, from the OMol25 dataset.

Properties
Total charge = +1
E_HOMO = -12.431 eV
HOMO-LUMO gap = 8.336 eV
Relative energy (zero: lowest compared OMol25 entry of this formula, charge and spin) = 0.0000 eV
Calculated total energy = -67995.4073 eV

The geometry in XYZ format:
```
36
Properties=species:S:1:pos:R:3:forces:R:3:mulliken_charge:R:1
Ir 1.045526 -0.413837 0.680499 -0.3 0.2 -1.1 1.809
O -0.142181 3.420861 2.035444 0.1 0.0 0.0 -0.478
P 0.354719 2.457218 0.899143 0.1 -0.1 0.1 0.643
O -0.113735 2.697944 -0.462830 0.0 0.1 0.0 -0.592
O 0.061317 1.052817 1.527581 -0.2 0.2 0.1 -0.568
O 1.989543 2.591501 0.996804 0.1 0.0 0.0 -0.204
P 2.899028 1.306138 0.750131 -0.1 -0.1 0.7 0.934
O 4.353666 1.842179 0.672110 0.0 0.1 -0.2 -0.470
O 2.376221 0.632292 -0.519605 0.1 0.1 -0.1 -0.628
O 2.677043 0.275671 1.864236 0.0 -0.1 0.0 -0.643
H -0.087124 4.359400 1.812411 -0.1 0.0 0.0 0.333
H 4.842144 1.864120 1.505988 0.0 0.0 0.0 0.373
C -1.975022 -2.932654 2.988862 0.0 0.0 0.0 -1.064
S -1.306566 -1.337862 2.572204 0.0 0.1 0.0 0.676
C -0.548999 -0.921093 4.132911 0.0 0.0 0.0 -0.955
O -0.133383 -1.766963 1.654562 0.2 0.0 0.5 -0.470
H -2.729514 -2.790558 3.761499 0.0 0.0 0.0 0.428
H -1.165103 -3.571194 3.335983 0.0 0.0 0.0 0.342
H -2.435062 -3.342298 2.092940 0.0 0.0 0.0 0.364
H -1.347791 -0.775592 4.860094 0.0 0.0 0.0 0.451
H -0.002119 0.007412 3.986175 0.0 0.0 0.0 0.278
H 0.117917 -1.727564 4.433660 0.0 0.0 0.0 0.317
O -0.314920 -0.778820 -0.770778 0.1 -0.8 -0.1 -0.715
S -1.137906 0.161102 -1.696000 0.0 0.4 0.1 0.436
C -1.691271 -1.041895 -2.938974 -0.1 0.0 0.0 -0.557
C -1.098823 -0.621986 -4.283540 0.0 0.0 0.0 -0.609
C 0.263458 -0.008579 -3.972698 0.0 0.0 0.0 -0.761
C 0.020786 0.961285 -2.825848 0.0 -0.1 0.0 -0.433
H -2.778223 -1.079379 -2.915087 0.0 0.0 0.0 0.395
H -1.285370 -1.990471 -2.586720 0.0 0.0 0.0 0.260
H -1.742187 0.114013 -4.768658 0.0 0.0 0.0 0.304
H -1.025955 -1.481785 -4.948206 0.0 0.0 0.0 0.351
H 0.687948 0.506320 -4.833305 0.0 0.0 0.0 0.408
H 0.970458 -0.782317 -3.666291 0.0 0.0 0.0 0.274
H -0.486798 1.875211 -3.140978 0.0 0.0 0.0 0.484
H 0.888279 1.239361 -2.233720 0.0 0.0 0.0 0.285
```
Positions in Å, forces in eV/Å.

# 3
The following is a quantum chemistry calculation of an isolated molecule of C6H16N, from the OMol25 dataset.

Properties
Total charge = 0
E_HOMO (spin up / spin down) = -3.571 / -11.001 eV
Multiplicity = 2
HOMO-LUMO gap (spin up / spin down) = 4.501 / 11.797 eV
Relative energy (zero: lowest compared OMol25 entry of this formula, charge and spin) = 3.4169 eV
Calculated total energy = -7966.3579 eV

The geometry in XYZ format:
```
23
Properties=species:S:1:pos:R:3:forces:R:3:mulliken_charge:R:1
C -1.877006 -1.476714 1.325498 1.8 1.2 -2.4 -1.263
C -1.006572 -0.205797 1.480875 -2.5 1.8 1.9 -0.091
C -1.110541 0.636305 0.193566 0.8 1.4 -0.8 -0.601
C -0.557218 -0.021174 -1.113586 -1.2 -1.3 -0.6 -0.471
C 0.578900 0.764876 -1.725486 -0.6 -0.5 2.0 -0.748
C 1.629774 0.843816 -0.593070 1.9 0.9 -4.4 -1.461
N 2.024132 -0.366345 0.225324 -0.8 4.3 2.3 -1.523
H -2.890660 -1.280174 1.111845 -1.3 0.8 -0.1 0.345
H -1.507664 -1.888764 0.348375 -0.3 -0.5 1.1 0.293
H -1.865223 -2.154898 2.117504 0.5 -1.2 1.2 0.421
H 0.007661 -0.448260 1.803288 -0.2 -0.2 -0.2 0.144
H -1.370609 0.488358 2.396043 0.6 -1.5 -2.0 0.257
H -2.085453 1.150077 0.057338 0.0 -1.2 0.1 0.414
H -0.512983 1.563442 0.222776 0.0 -0.3 0.9 0.308
H -0.038087 -0.947045 -0.852459 -0.8 -0.5 0.0 0.126
H -1.373482 -0.256507 -1.843454 0.7 0.1 0.6 0.326
H 1.203817 0.299736 -2.474783 -1.1 -0.3 -1.1 0.605
H 0.137967 1.748155 -1.963431 1.0 0.0 -0.2 0.310
H 1.391372 1.691023 -0.044977 0.1 1.0 1.9 0.094
H 2.461264 1.169449 -1.329370 -0.2 -0.6 2.3 0.367
H 1.914463 -1.251518 -0.150003 0.0 -2.6 -1.7 0.946
H 3.041429 -0.171467 0.461210 -0.2 -0.7 0.4 1.070
H 1.373242 -0.395062 1.156045 1.8 0.1 -1.3 0.133
```
Positions in Å, forces in eV/Å.

# 4
The following is a quantum chemistry calculation of a cluster of 2 separate species, C6H16N in total, from the OMol25 dataset.

Properties
Total charge = 0
E_HOMO (spin up / spin down) = -7.740 / -9.198 eV
Multiplicity = 2
HOMO-LUMO gap (spin up / spin down) = 8.896 / 9.443 eV
Relative energy (zero: lowest compared OMol25 entry of this formula, charge and spin) = 1.6498 eV
Calculated total energy = -7968.1250 eV

The geometry in XYZ format:
```
23
Properties=species:S:1:pos:R:3:forces:R:3:mulliken_charge:R:1
C -2.166342 1.143504 0.724620 -0.8 -0.6 -0.6 -1.244
C -1.327744 -0.178357 0.596081 -0.8 2.2 -1.3 0.584
C 0.037622 0.138642 0.079123 -0.4 1.1 -0.3 -1.115
C 1.276115 -0.546959 0.482216 1.8 0.3 0.5 0.756
C 2.023976 -0.902864 -0.763956 2.1 -1.5 -1.5 -1.413
C 2.329731 0.394158 1.241230 -0.8 -1.9 0.0 -1.376
N -1.996056 -1.066635 -0.366194 -1.0 1.0 0.7 -0.550
H -3.234405 0.907137 0.462684 0.9 0.1 0.7 0.347
H -1.865591 1.785493 -0.117898 0.0 0.1 0.5 0.255
H -2.114670 1.673695 1.696040 0.2 -0.3 -0.6 0.307
H -1.176403 -0.615695 1.511039 0.0 -1.3 2.5 0.356
H -1.720350 0.614869 -2.626334 -0.1 0.2 -0.1 -0.220
H 0.091722 0.944424 -0.694143 0.1 -0.7 0.7 0.233
H 1.083202 -1.434514 1.074388 -0.2 -0.1 0.3 0.318
H 1.585507 -1.682249 -1.419106 0.0 0.2 0.6 0.331
H 2.016013 -0.013709 -1.345156 0.1 0.9 -0.9 0.386
H 3.160460 -1.129786 -0.681778 -1.9 0.1 0.4 0.304
H 2.556944 1.169343 0.540727 0.6 0.5 -0.4 0.312
H 3.243748 -0.197974 1.593847 -1.4 1.0 -0.5 0.372
H 1.766316 0.850536 2.020482 0.1 0.4 1.1 0.405
H -2.455307 -1.909546 -0.062050 0.3 0.0 0.4 0.209
H -1.848715 1.268695 -2.967148 0.1 -0.2 0.1 0.213
H -1.265781 -1.212210 -0.978707 1.1 -1.4 -2.1 0.232
```
Positions in Å, forces in eV/Å.

# 5
The following is a quantum chemistry calculation of the ion C6H16N with charge +1, from the OMol25 dataset.

Properties
Total charge = +1
E_HOMO = -14.686 eV
HOMO-LUMO gap = 11.187 eV
Relative energy (zero: lowest compared OMol25 entry of this formula, charge and spin) = 1.5318 eV
SMILES = CC(C)C[C@@H](C)[NH3+]
Calculated total energy = -7963.9004 eV

The geometry in XYZ format:
```
23
Properties=species:S:1:pos:R:3:forces:R:3:mulliken_charge:R:1
C 2.121649 0.711539 -0.586903 1.0 0.2 -0.7 -1.169
C 1.366087 0.193860 0.636883 -0.2 -1.4 1.1 0.639
C 0.740783 1.312533 1.519988 -0.7 -0.6 2.0 -1.408
C 0.398241 -0.913098 0.210204 -1.7 0.0 -0.5 -1.097
C -0.856700 -0.489528 -0.679317 2.3 -1.5 -2.0 0.256
C -1.706523 -1.648816 -1.110210 -0.2 -0.9 1.4 -1.639
N -1.704539 0.549840 -0.054158 -1.3 1.4 0.6 -0.113
H 1.393499 1.374334 -1.172823 1.1 -1.0 0.4 0.279
H 2.880509 1.403259 -0.142641 -0.3 -0.5 -0.9 0.385
H 2.669479 -0.106045 -1.316792 -1.6 2.1 2.0 0.304
H 1.938510 -0.518405 1.366334 0.1 2.0 -1.2 0.213
H 1.429857 2.020443 2.008318 0.4 -0.7 -0.3 0.360
H 0.248411 0.724221 2.374161 0.5 1.1 -0.9 0.373
H -0.018818 2.074076 1.204497 0.4 -0.8 -0.6 0.359
H -0.001337 -1.560323 1.027499 0.4 0.6 -0.2 0.430
H 1.084687 -1.543204 -0.392359 -1.0 0.0 0.0 0.363
H -0.371021 -0.165489 -1.676324 -1.1 0.6 1.7 0.168
H -2.582709 -1.308055 -1.599678 -0.7 0.3 -1.2 0.457
H -2.136138 -2.292255 -0.317466 0.6 0.4 0.1 0.377
H -1.089614 -2.275160 -1.722948 0.0 -0.4 -0.6 0.406
H -2.605398 0.874409 -0.535764 1.9 -0.6 -0.1 0.427
H -1.070707 1.362446 0.115991 -0.9 -0.4 0.3 0.211
H -2.128210 0.219416 0.843509 1.0 0.2 -0.4 0.417
```
Positions in Å, forces in eV/Å.

# 6
The following is a quantum chemistry calculation of a cluster of 2 separate species, C6H16N in total, from the OMol25 dataset.

Properties
Total charge = +1
E_HOMO = -13.740 eV
HOMO-LUMO gap = 6.745 eV
Relative energy (zero: lowest compared OMol25 entry of this formula, charge and spin) = 3.0161 eV
Calculated total energy = -7962.4160 eV

The geometry in XYZ format:
```
23
Properties=species:S:1:pos:R:3:forces:R:3:mulliken_charge:R:1
C 0.865951 -2.059233 0.814018 0.2 -0.1 0.6 -1.147
C -0.203733 -1.082155 0.671732 -0.8 -2.3 -2.6 -0.191
C -0.172101 -0.147824 -0.413042 0.5 2.6 0.2 0.369
C -0.742971 -0.874054 -1.674790 0.1 -0.8 0.3 -1.556
C -0.941466 1.203006 -0.152423 0.5 -0.9 0.0 -0.269
C -0.923458 2.105315 -1.355641 0.2 0.4 -0.9 -1.361
N 1.663788 0.729758 2.206463 0.1 0.8 -0.4 -0.547
H 0.482472 -3.075676 0.950882 -0.4 0.1 -0.3 0.369
H 1.437744 -1.981966 1.749781 0.1 0.4 -0.1 0.447
H 1.530380 -1.963279 -0.041948 0.3 -0.1 0.2 0.388
H -1.207380 -1.394968 0.971832 0.1 0.6 1.0 0.422
H 0.852917 0.170294 -0.631770 0.1 -0.4 -0.1 0.377
H -0.240175 -1.834669 -1.764480 -0.4 -0.2 -0.2 0.421
H -0.490516 -0.319648 -2.573546 0.2 0.4 0.2 0.440
H -1.823838 -0.959825 -1.618454 -0.1 -0.3 0.1 0.418
H -0.326238 1.658176 0.622572 -0.5 0.3 0.3 0.257
H -1.952960 0.964772 0.175678 0.0 0.2 0.2 0.388
H -1.396316 3.064030 -1.149345 0.0 0.0 0.2 0.368
H -1.410981 1.717647 -2.252280 -0.2 -0.2 0.2 0.348
H 0.096253 2.322372 -1.682446 0.1 0.0 0.2 0.369
H 0.912292 0.166430 1.854335 0.3 0.1 0.6 0.238
H 2.562685 0.288159 2.294855 -0.1 -0.3 0.1 0.223
H 1.427649 1.303341 2.998017 -0.1 -0.1 0.1 0.228
```
Positions in Å, forces in eV/Å.